Entry 1:
17
Properties=species:S:1:pos:R:3 method="wB97M-V/def2-TZVPD" homo_lumo_gap_ha=0.361 total_charge=0
C -0.040 -0.872 -1.666
C 0.376 -0.690 -0.189
C 0.779 0.715 0.199
C -1.098 -1.032 0.116
C 1.233 0.850 1.640
N -1.306 -1.205 -1.295
O 0.524 -0.814 -2.714
O -0.979 1.790 -1.476
S -1.981 0.369 0.879
S -0.709 1.818 -0.052
H 1.100 -1.429 0.156
H 1.528 1.095 -0.500
H -1.317 -1.911 0.724
H 0.468 0.477 2.318
H 1.426 1.894 1.877
H 2.148 0.286 1.808
H -2.152 -1.343 -1.824


Entry 2:
16
Properties=species:S:1:pos:R:3 method="wB97M-V/def2-TZVPD" homo_lumo_gap_ha=0.351 total_charge=0
C -1.967 -1.551 0.119
C -0.517 -1.287 -0.049
C 1.291 0.600 -0.072
C 0.511 1.840 0.209
C -0.047 -0.043 0.033
N -2.850 0.563 -0.358
O -2.720 -0.418 0.501
O -3.567 1.451 -0.086
O -0.678 1.148 0.291
H -2.287 -2.079 -0.891
H -2.327 -2.307 0.841
H 0.246 -2.067 -0.334
H 1.737 0.435 -1.063
H 1.913 0.299 0.820
H 0.772 2.427 1.200
H 0.317 2.794 -0.529


Entry 3:
16
Properties=species:S:1:pos:R:3 method="wB97M-V/def2-TZVPD" smiles="C=C(N)/C(O)=C/C(=O)O" homo_lumo_gap_ha="0.271 / 0.271" total_charge=0
C -2.046 -0.176 0.048
C 0.090 1.074 0.001
C 1.284 0.012 0.079
N 1.577 -0.490 -1.181
C -0.757 0.187 0.633
C 2.035 -0.211 1.168
O -2.744 -1.049 0.790
O -0.200 1.588 -1.195
O -2.523 0.339 -0.955
H -3.608 -1.197 0.377
H -1.141 1.382 -1.415
H 1.385 0.132 -1.953
H 2.492 -0.910 -1.261
H -0.580 -0.142 1.641
H 3.019 -0.642 1.078
H 1.718 0.103 2.144


Entry 4:
16
Properties=species:S:1:pos:R:3 method="wB97M-V/def2-TZVPD" homo_lumo_gap_ha="0.253 / 0.277" s_squared=2.024 total_charge=0 multiplicity=3
C 0.093 -0.742 -2.403
C -0.249 -0.953 -1.085
C -0.944 0.105 1.235
C -0.581 1.612 1.095
C -0.334 -0.048 -0.069
N 1.648 -0.442 0.680
O 2.417 0.455 0.402
O 1.862 -1.537 1.093
O -0.177 1.345 -0.275
H 0.168 -1.450 -3.186
H 0.187 0.328 -2.634
H -0.438 -2.017 -0.838
H -0.454 -0.476 2.003
H -2.066 -0.204 1.172
H -1.488 2.282 1.045
H 0.355 1.743 1.766


Entry 5:
17
Properties=species:S:1:pos:R:3 method="wB97M-V/def2-TZVPD" smiles="COC(=O)[C@H]1COC(=O)N1" homo_lumo_gap_ha=0.372 total_charge=0
C -2.670 -1.306 -0.215
C -1.246 0.560 0.324
C -0.160 0.201 -0.748
C 0.834 1.284 -0.791
C 1.884 -0.576 0.143
H -2.656 -1.601 0.783
H -2.069 -1.509 -0.901
H -3.621 -1.337 -0.413
H -0.605 0.071 -1.543
H 0.526 2.432 -0.495
H 1.201 1.571 -1.634
H 0.010 -1.853 -0.059
N 0.605 -0.884 -0.299
O -2.443 0.154 -0.019
O -0.991 1.257 1.288
O 2.047 0.741 -0.137
O 2.778 -1.223 0.628


Entry 6:
15
Properties=species:S:1:pos:R:3 method="wB97M-V/def2-TZVPD" smiles="C[C@@]12C[C@@H]1OC=NS2" homo_lumo_gap_ha=0.335 total_charge=0
C 1.763 -0.604 -0.773
C 0.388 -0.316 0.088
C 0.466 0.725 1.208
C -0.272 1.000 0.040
C -2.385 -0.088 -0.208
H 1.421 -1.135 -1.633
H 2.394 -1.413 -0.380
H 2.321 0.274 -0.840
H 1.556 1.333 0.973
H 0.100 0.476 2.265
H 0.025 1.562 -0.791
H -3.574 0.084 -0.164
N -1.979 -1.324 -0.320
O -1.698 1.025 -0.104
S -0.526 -1.600 0.638


Entry 7:
15
Properties=species:S:1:pos:R:3 method="wB97M-V/def2-TZVPD" homo_lumo_gap_ha=0.324 total_charge=0
C -1.610 -0.077 -0.169
C -0.713 1.219 -0.183
C 0.842 -0.072 1.023
C 0.445 -1.175 0.062
C 1.128 -0.205 -0.970
H -1.080 1.932 -0.940
H -0.871 1.551 0.887
H 1.762 -0.329 1.626
H 0.149 0.161 1.859
H 0.648 -2.208 0.197
H 2.259 -0.256 -1.024
H 0.634 -0.118 -2.029
N 0.746 0.926 -0.092
O -1.034 -1.257 -0.245
S -3.305 -0.093 0.000


Entry 8:
15
Properties=species:S:1:pos:R:3 method="wB97M-V/def2-TZVPD" homo_lumo_gap_ha=0.337 total_charge=0
C 2.504 0.390 -0.502
C -0.074 -1.019 -0.096
C -1.146 -0.908 0.914
C 1.846 0.960 0.459
C -0.125 -0.412 -1.404
N 2.706 -0.138 -1.570
O 0.741 -1.936 0.087
S 1.284 -1.057 -2.072
H -0.755 -0.901 1.922
H -1.804 -1.797 0.880
H -1.695 -0.066 0.772
H 1.351 1.924 0.432
H 1.804 0.859 1.485
H -0.503 0.638 -1.527
H 1.293 -0.430 -3.167


The records above yield ΔE to the lowest compared entry with this formula, charge and spin values of 1.05, 162.47, 84.53, 85.45, 77.80, 103.41, 76.97, 114.18 kcal per mole, respectively.